The following is a quantum chemistry calculation of C4H9IN2 in the gas phase, from OMol25.

As for the LUMO energy (spin up / spin down): 0.67 / 0.67 eV. The value obtained for the HOMO-LUMO gap (spin up / spin down) is 0.2667 / 0.2667 Ha.

Last column: Mulliken charge in e.
Positions of all 16 atoms, in Å:
C  -1.210  0.165  0.074  -0.5619
C  -1.180  -0.718  1.233  -0.7736
C  0.207  0.437  -0.071  0.7294
C  0.795  1.339  0.946  -1.3346
N  0.348  -0.980  -2.178  -0.6104
N  0.913  -0.177  -1.042  -0.1527
I  -0.263  -2.535  0.996  -0.0538
H  -1.490  -0.175  -0.890  0.2753
H  -1.818  1.038  0.218  0.3083
H  -0.791  -0.274  2.162  0.3956
H  0.017  2.167  1.220  0.2664
H  1.786  1.668  0.604  0.3945
H  1.092  1.057  1.986  0.2828
H  0.342  -1.971  -2.004  0.2610
H  -0.552  -0.561  -2.408  0.3102
H  1.804  -0.480  -0.847  0.2635

---

The following is a quantum chemistry calculation of a gas-phase ion, C3H7INO (charge +1), from OMol25.

The total charge is +1. As for the LUMO energy: -4.70 eV. The value obtained for the HOMO-LUMO gap is 0.3164 Ha. Its SMILES is IOC[NH+]1CC1.

Last column: Mulliken charge in e.
Positions of all 13 atoms, in Å:
I  -4.016  -0.286  0.001  0.4044
O  -2.071  0.002  0.403  -0.6893
C  -0.980  -0.231  -0.478  -0.2750
N  0.132  0.215  0.320  0.1458
C  1.435  -0.532  0.318  -0.3653
C  1.433  0.834  -0.139  -0.1915
H  -1.128  0.408  -1.349  0.3459
H  -0.722  -1.294  -0.717  0.2569
H  -0.373  0.414  1.167  0.2856
H  1.276  -1.446  -0.294  0.2699
H  1.697  -0.745  1.289  0.2859
H  1.732  1.543  0.680  0.2434
H  1.585  1.118  -1.200  0.2832

---

The following is a quantum chemistry calculation of a molecular structure, C14H9Cl5N10OZr, from OMol25.

As for the LUMO energy: -1.35 eV. The value obtained for the HOMO-LUMO gap is 0.2645 Ha.

Last column: Mulliken charge in e.
Positions of all 40 atoms, in Å:
Zr  -0.831  0.089  0.691  1.1261
Cl  -2.092  -7.123  0.909  -0.1683
C  -1.460  -5.526  0.593  0.5963
C  -2.070  -4.407  1.171  -0.4676
Cl  -3.458  -4.577  2.207  -0.1725
C  -1.543  -3.139  0.901  1.1532
Cl  -2.206  -1.682  1.553  -0.3525
C  -0.429  -2.904  0.080  -0.2431
O  -0.050  -1.697  -0.084  -0.5524
C  0.164  -4.062  -0.489  0.2937
Cl  1.564  -3.877  -1.532  -0.1899
C  -0.340  -5.358  -0.239  -0.1610
Cl  0.421  -6.757  -0.959  -0.1567
N  0.958  2.327  2.658  -0.0241
C  1.059  1.005  2.998  0.2310
N  1.826  0.620  4.053  -0.4360
N  1.705  -0.727  4.109  -0.4991
N  0.889  -1.136  3.116  -0.5837
N  0.472  -0.056  2.404  0.6475
C  0.232  2.867  1.631  0.3215
N  0.230  4.211  1.418  -0.5016
N  -0.574  4.401  0.345  -0.6058
N  -1.040  3.206  -0.071  -0.4488
N  -0.542  2.226  0.729  0.3399
H  1.472  2.971  3.224  0.2440
N  0.891  0.559  -0.568  -0.2152
C  0.646  1.443  -1.646  0.5244
C  -0.632  1.992  -1.825  0.4136
C  -0.880  2.865  -2.888  -1.0392
C  0.147  3.195  -3.779  -0.4677
C  1.423  2.652  -3.606  -0.6372
C  1.674  1.778  -2.543  -0.5309
H  1.358  -0.301  -0.892  0.5131
H  1.673  0.902  0.010  0.4304
H  -1.435  1.744  -1.142  0.1936
H  -1.868  3.287  -3.023  0.3700
H  -0.047  3.871  -4.601  0.4018
H  2.217  2.907  -4.296  0.3887
H  2.666  1.362  -2.417  0.4223
H  -2.190  0.849  1.800  -0.1577

---

The following is a quantum chemistry calculation of 2 unconnected molecules or ions with the total composition H4O2, from OMol25.

As for the LUMO energy: 0.67 eV. The value obtained for the HOMO-LUMO gap is 0.4368 Ha. Its SMILES is O.O.

Last column: Mulliken charge in e.
Positions of all 6 atoms, in Å:
O  0.206  1.271  0.182  -0.7023
H  0.389  0.594  0.812  0.3270
H  -0.703  1.567  0.461  0.3494
O  -0.239  -1.317  -0.718  -0.6651
H  0.090  -0.387  -0.729  0.3958
H  0.256  -1.728  -0.008  0.2952

---

The following is a quantum chemistry calculation of C4H11N3 in the gas phase, from OMol25.

As for the LUMO energy: 1.06 eV. The value obtained for the HOMO-LUMO gap is 0.2978 Ha. Its SMILES is C=C(CNN)NC.

Last column: Mulliken charge in e.
Positions of all 18 atoms, in Å:
C  -1.055  -1.679  -0.287  -1.0711
C  -0.163  -0.692  -0.002  0.8200
C  -0.339  0.280  1.163  -0.8631
N  -0.576  1.428  0.262  -0.2713
N  -1.974  1.656  -0.034  -0.5404
N  0.948  -0.459  -0.873  -0.3298
C  2.304  -0.364  -0.339  -0.8865
H  -0.851  -2.386  -1.083  0.2687
H  -2.066  -1.616  0.102  0.2410
H  0.584  0.436  1.730  0.2139
H  -1.201  0.020  1.786  0.4179
H  0.201  1.297  -0.611  0.3800
H  -2.106  2.625  -0.332  0.2447
H  -2.571  1.558  0.790  0.2088
H  0.912  -1.105  -1.662  0.2559
H  2.404  0.569  0.222  0.2564
H  2.521  -1.204  0.326  0.2882
H  3.026  -0.366  -1.160  0.3667